A:
{"formula": "C3H10S2", "method": "ωB97M-V/def2-TZVPD", "symbols": ["C", "C", "S", "H", "H", "H", "H", "H", "H", "C", "S", "H", "H", "H", "H"], "positions_angstrom": [[0.744, 0.350, 4.448], [0.905, -0.465, 3.165], [0.454, 0.374, 1.634], [-0.217, 0.020, 4.989], [1.601, 0.097, 5.060], [0.599, 1.416, 4.283], [0.571, -1.515, 3.203], [1.983, -0.711, 3.218], [0.801, -0.566, 0.686], [-0.496, 0.194, -2.525], [-1.124, -0.281, -4.206], [-1.274, 0.562, -2.052], [0.270, 0.939, -2.417], [-0.061, -0.769, -1.877], [-0.477, -1.429, -4.463]], "mol_weight_g_mol": 110.247, "smiles": "CCS.CS", "homo_energy_ev": -9.03, "gap_ev": 9.753}

B:
{"formula": "C3H10S2", "method": "ωB97M-V/def2-TZVPD", "symbols": ["C", "C", "C", "H", "H", "H", "H", "H", "H", "H", "H", "S", "S", "H", "H"], "positions_angstrom": [[-1.166, -0.053, -1.546], [-0.633, -0.479, -0.100], [-1.344, 0.149, 1.015], [-2.369, -0.222, -1.510], [-0.704, -0.706, -2.306], [-1.022, 1.000, -1.782], [0.489, -0.270, -0.065], [-0.687, -1.596, -0.209], [-0.966, -0.101, 2.014], [-1.117, 1.286, 0.844], [-2.412, -0.031, 1.022], [3.404, 1.090, -0.148], [3.745, 0.007, 1.706], [2.220, 0.498, -0.595], [2.563, -0.571, 1.661]], "mol_weight_g_mol": 110.247, "smiles": "CCC.SS", "homo_energy_ev": -8.71, "gap_ev": 8.648}

Short version: A is the least stable of them.